Here is the molecule C4H6O2 in a non-equilibrium geometry from the OMol25 dataset. Energies are from ωB97M-V/def2-TZVPD.

SMILES string   C/C=C/OC=O
Highest occupied orbital energy   -9.2 eV
HOMO-LUMO gap   10.164 eV
Calculated total energy   -8338.4606 eV
Max |F|   0.0978 Eh/bohr
Spin multiplicity   1

Each line ends with the Löwdin charge.
Atoms and positions in Å:
C 2.105 0.393 -0.015  -0.15
C 0.868 -0.491 -0.047  -0.12
C -0.418 -0.035 0.145  -0.13
O -1.472 -0.865 -0.048  0.02
C -2.650 -0.261 0.015  -0.36
O -2.926 0.902 -0.095  0.08
H 2.504 0.719 0.994  0.07
H 1.814 1.427 -0.527  0.10
H 3.080 -0.150 -0.554  0.12
H 1.118 -1.520 -0.264  0.09
H -0.622 1.015 0.149  0.12
H -3.402 -1.134 0.246  0.17


Here is a cluster of 2 separate species, C10H16O in total in a non-equilibrium geometry from the OMol25 dataset. Energies are from ωB97M-V/def2-TZVPD.

Highest occupied orbital energy (spin up / spin down)   -13.3 / -13.3 eV
HOMO-LUMO gap (spin up / spin down)   8.760 / 4.931 eV
Calculated total energy   -12667.5137 eV
Max |F|   0.0410 Eh/bohr
Net charge   +1
Spin multiplicity   2

Each line ends with the Löwdin charge.
Atoms and positions in Å:
C 1.595 1.621 0.954  0.00
C 0.743 1.111 -1.294  0.02
C 0.489 1.724 -0.014  -0.19
C -0.061 1.351 -2.356  -0.01
C -1.258 2.021 -2.107  0.05
C -0.729 2.346 0.226  0.02
C -1.600 2.516 -0.819  0.03
H 1.620 0.455 -1.314  0.14
H 0.170 1.090 -3.395  0.14
H 1.153 1.745 1.950  0.12
H 2.410 2.299 0.721  0.13
H -1.888 2.257 -2.934  0.13
H -0.971 2.754 1.213  0.15
H -2.583 2.951 -0.708  0.13
H 2.068 0.626 0.825  0.09
C 0.296 -2.577 0.668  -0.47
C 0.404 -1.353 1.536  -0.05
C -1.093 -3.101 0.650  -0.06
O 0.773 -2.332 -0.674  -0.06
H 1.078 -3.348 0.897  0.16
H 1.295 -0.794 1.275  0.04
H -1.330 -3.798 1.443  0.08
H -1.778 -2.266 0.719  0.07
H -1.316 -3.649 -0.314  0.11
H 0.541 -1.482 -1.070  0.05
H 0.346 -1.525 2.616  0.11
H -0.372 -0.643 1.305  0.07


Here is a structure of composition C48H39BrN4O2OsSTe in a non-equilibrium geometry from the OMol25 dataset. Energies are from ωB97M-V/def2-TZVPD.

Highest occupied orbital energy (spin up / spin down)   -7.5 / -9.5 eV
HOMO-LUMO gap (spin up / spin down)   4.573 / 3.273 eV
Calculated total energy   -151090.9068 eV
Max |F|   0.1704 Eh/bohr
Net charge   +1
Spin multiplicity   6

Each line ends with the Löwdin charge.
Atoms and positions in Å:
Os -0.520 -1.829 1.421  1.73
Br -6.029 3.178 0.769  0.76
C -4.709 1.871 0.733  -0.73
C -4.854 0.863 -0.244  -0.14
C -3.885 -0.087 -0.436  -0.01
C -2.765 -0.086 0.419  -0.38
O -1.782 -0.888 0.142  -0.25
C -2.685 0.814 1.492  -0.16
C -1.683 0.853 2.500  -0.10
N -0.768 -0.127 2.687  -0.10
C 0.049 0.014 3.752  -0.27
C 0.114 1.081 4.663  -0.02
C 1.049 1.073 5.718  -0.06
C 1.917 -0.005 5.871  -0.05
C 1.867 -1.105 5.004  -0.17
C 2.602 -2.292 5.249  0.02
C 2.170 -3.432 4.581  -0.03
C 1.217 -3.380 3.555  -0.06
N 0.598 -2.201 3.245  -0.03
C 0.917 -1.085 3.962  -0.16
C -3.641 1.873 1.621  -0.07
H -5.745 0.881 -0.814  0.08
H -3.936 -0.874 -1.164  0.11
H -1.842 1.570 3.314  0.10
H -0.615 1.897 4.545  0.10
H 1.030 1.982 6.314  0.11
H 2.718 0.020 6.621  0.12
H 3.387 -2.368 6.025  0.13
H 2.578 -4.385 4.923  0.12
H 0.794 -4.276 3.103  0.12
H -3.563 2.566 2.466  0.11
S -3.450 -4.990 3.130  1.05
C -3.254 -3.687 4.266  -0.41
C -2.383 -2.718 3.949  -0.17
C -1.911 -2.875 2.582  -0.29
C -2.366 -4.062 2.075  -0.50
C -2.129 -4.371 0.693  -0.26
C -2.682 -5.453 -0.027  0.00
C -2.430 -5.581 -1.391  -0.04
C -1.666 -4.602 -2.020  -0.04
C -1.108 -3.546 -1.244  -0.08
N -1.350 -3.425 0.087  -0.04
H -3.825 -3.730 5.185  0.07
H -2.031 -1.893 4.574  0.11
H -3.338 -6.113 0.502  0.10
H -2.834 -6.419 -1.967  0.12
H -1.570 -4.589 -3.068  0.09
H -0.452 -2.823 -1.720  0.11
C -1.203 5.591 -6.686  -0.04
C -0.770 4.530 -5.717  -0.26
C -1.531 3.419 -5.430  0.00
C -1.040 2.450 -4.544  -0.28
C -1.872 1.194 -4.329  -0.06
C 0.212 2.688 -3.866  -0.40
Te 0.929 1.373 -2.364  1.71
N 0.898 -2.282 0.587  -0.19
C 1.703 -3.385 0.333  -0.53
O 1.517 -4.502 0.789  0.05
C 2.799 -3.095 -0.656  -0.15
C 2.971 -1.811 -1.243  -0.07
C 4.253 -1.445 -1.627  -0.08
C 5.229 -2.463 -1.644  -0.08
C 4.956 -3.808 -1.461  -0.06
C 3.744 -4.107 -0.828  -0.01
C 0.905 2.596 -0.581  -0.41
C -0.209 3.431 -0.483  -0.13
C -0.254 4.454 0.480  -0.06
C 0.748 4.509 1.445  -0.03
C 1.786 3.542 1.438  -0.01
C 1.908 2.603 0.401  -0.30
C 3.089 1.665 0.402  -0.04
C 1.014 3.764 -4.316  -0.32
C 2.403 3.981 -3.833  -0.07
C 0.512 4.664 -5.239  -0.01
H -0.554 5.565 -7.564  0.09
H -1.133 6.604 -6.212  0.11
H -2.246 5.423 -7.014  0.09
H -2.458 3.209 -6.000  0.14
H -2.743 1.328 -4.992  0.09
H -2.208 1.110 -3.276  0.08
H -1.316 0.308 -4.627  0.08
H 2.115 -1.172 -1.334  0.01
H 4.522 -0.402 -1.828  0.10
H 6.229 -2.178 -1.936  0.10
H 5.619 -4.617 -1.725  0.11
H 3.469 -5.066 -0.346  0.13
H -1.000 3.296 -1.236  0.10
H -1.109 5.144 0.458  0.12
H 0.752 5.265 2.226  0.11
H 2.534 3.503 2.197  0.11
H 3.387 1.518 1.450  0.10
H 3.986 2.061 -0.109  0.10
H 2.821 0.743 -0.117  0.03
H 3.026 3.118 -4.128  0.09
H 2.442 4.029 -2.748  0.07
H 2.798 4.935 -4.206  0.09
H 1.165 5.479 -5.604  0.14


Here is a structure of composition C47H43I2OsP2Si from the OMol25 dataset. Energies are from ωB97M-V/def2-TZVPD.

Highest occupied orbital energy   -10.4 eV
HOMO-LUMO gap   6.252 eV
Calculated total energy   -94558.5699 eV
Max |F|   0.0189 Eh/bohr
Net charge   +1
Spin multiplicity   1

Each line ends with the Löwdin charge.
Atoms and positions in Å:
Os -1.064 0.506 0.655  0.34
C 2.440 1.378 -0.535  -0.17
Si 1.250 1.158 0.897  0.38
C 2.080 -0.178 1.954  -0.29
C 3.023 0.161 2.930  -0.07
C 3.650 -0.793 3.720  -0.05
C 3.367 -2.138 3.536  -0.05
C 2.444 -2.509 2.574  -0.10
C 1.792 -1.543 1.798  -0.32
P 0.503 -2.171 0.699  1.08
C -0.893 -2.664 1.729  -0.35
C -0.733 -2.852 3.103  -0.12
C -1.800 -3.272 3.878  -0.06
C -3.041 -3.499 3.295  -0.04
C -3.212 -3.308 1.933  -0.07
C -2.144 -2.892 1.155  -0.16
C 1.148 -3.680 -0.044  -0.30
C 2.461 -3.711 -0.519  -0.08
C 2.958 -4.871 -1.090  -0.06
C 2.149 -5.998 -1.197  -0.06
C 0.840 -5.966 -0.738  -0.05
C 0.336 -4.805 -0.165  -0.07
C 1.275 2.916 1.566  -0.30
C 2.333 3.590 2.197  -0.07
C 2.262 4.950 2.452  -0.05
C 1.149 5.684 2.050  -0.06
C 0.109 5.047 1.399  -0.08
C 0.179 3.669 1.164  -0.40
P -1.189 2.811 0.347  0.86
C -1.193 3.336 -1.384  -0.33
C -0.234 4.245 -1.833  -0.07
C -0.254 4.685 -3.150  -0.06
C -1.226 4.222 -4.024  -0.06
C -2.177 3.308 -3.586  -0.06
C -2.157 2.861 -2.274  -0.15
C -2.669 3.535 1.117  -0.39
C -3.799 3.848 0.367  -0.11
C -4.927 4.370 0.986  -0.06
C -4.931 4.579 2.356  -0.06
C -3.804 4.278 3.109  -0.06
C -2.678 3.752 2.495  -0.15
H 3.241 2.032 -0.173  0.05
H 1.973 1.875 -1.393  0.04
H 2.909 0.453 -0.867  0.03
H 3.268 1.201 3.097  0.08
H 4.362 -0.485 4.476  0.11
H 3.854 -2.894 4.139  0.11
H 2.227 -3.561 2.431  0.12
H 0.217 -2.660 3.581  0.10
H -1.665 -3.404 4.944  0.12
H -3.877 -3.816 3.906  0.12
H -4.178 -3.470 1.473  0.12
H -2.301 -2.731 0.102  0.04
H 3.097 -2.838 -0.430  0.12
H 3.977 -4.896 -1.455  0.12
H 2.544 -6.904 -1.641  0.11
H 0.211 -6.843 -0.819  0.11
H -0.678 -4.794 0.211  0.10
H 3.231 3.059 2.488  0.09
H 3.081 5.448 2.959  0.11
H 1.095 6.747 2.245  0.11
H -0.759 5.614 1.082  0.12
H 0.533 4.606 -1.163  0.10
H 0.492 5.391 -3.490  0.11
H -1.242 4.572 -5.049  0.11
H -2.932 2.936 -4.267  0.12
H -2.895 2.139 -1.944  0.04
H -3.807 3.705 -0.703  0.09
H -5.800 4.610 0.394  0.11
H -5.813 4.981 2.840  0.11
H -3.800 4.449 4.178  0.11
H -1.807 3.514 3.090  0.05
C -1.629 -2.133 -2.056  -0.09
C -0.362 -1.291 -1.988  -0.49
C -0.647 0.026 -2.718  -0.04
C 0.091 -0.904 -0.529  -0.41
C 0.784 -2.018 -2.734  -0.18
C 1.985 -1.360 -3.004  -0.04
C 3.004 -1.964 -3.727  -0.06
C 2.846 -3.260 -4.204  -0.08
C 1.658 -3.927 -3.953  -0.07
C 0.639 -3.311 -3.231  -0.04
H -2.450 -1.643 -1.539  -0.03
H -1.485 -3.132 -1.635  0.07
H -1.923 -2.264 -3.100  0.11
H -1.462 0.546 -2.224  0.02
H -0.947 -0.177 -3.750  0.11
H 0.219 0.689 -2.740  0.08
H 1.087 -0.497 -0.676  -0.01
H 2.126 -0.341 -2.685  0.08
H 3.918 -1.415 -3.927  0.11
H 3.637 -3.739 -4.768  0.11
H 1.510 -4.934 -4.328  0.11
H -0.277 -3.864 -3.071  0.10
I -1.059 0.699 3.268  0.55
I -3.645 0.142 0.162  0.40


Listing relative energy (zero: lowest compared OMol25 entry of this formula, charge and spin) for the structures above in their given order: 2.001, 1.665, 2.608, 0.238 eV.